9 unconnected molecules or ions with the total composition C27H44O27 in a non-equilibrium geometry, computed with the ωB97M-V functional and the def2-TZVPD basis.

The geometry in XYZ format:
```
98
C27H44O27, DFT the ωB97M-V functional and the def2-TZVPD basis
C 7.4932 2.2449 6.5277
O 6.2049 1.7971 6.2704
C 6.0091 0.5580 5.8710
O 6.8933 -0.2096 5.6126
O 4.6749 0.3904 5.7190
C 4.2355 -0.8553 5.1206
H 8.2942 1.5764 6.2120
H 7.4795 2.2942 7.6165
H 7.6945 3.2426 6.1377
H 4.5623 -1.7771 5.6017
H 4.5354 -0.8731 4.0728
H 3.1473 -0.9133 5.0941
C -4.5991 0.2474 -6.7540
O -4.1362 0.2240 -8.0753
C -4.7041 1.0279 -9.0008
O -5.7490 1.6992 -8.7974
O -3.9175 1.0688 -10.0933
C -4.3468 1.8706 -11.1751
H -4.1316 -0.6097 -6.2693
H -5.6690 0.0402 -6.7321
H -4.3161 1.1861 -6.2776
H -3.9237 2.8593 -10.9973
H -5.4152 1.8388 -11.3882
H -3.9355 1.4740 -12.1034
C -3.0074 1.0034 -0.6154
O -2.2130 -0.1283 -0.8300
C -1.5881 -0.6999 0.2491
O -1.3805 -0.2361 1.3661
O -0.9984 -1.8234 -0.1674
C -0.0142 -2.5822 0.6394
H -3.6360 0.8498 0.2617
H -3.5161 1.1239 -1.5718
H -2.4576 1.9213 -0.4072
H 0.5766 -3.3518 0.1427
H -0.5040 -2.9775 1.5294
H 0.7077 -1.8532 1.0075
C -0.1667 9.0887 2.0171
O -1.5000 8.7067 2.1913
C -2.0594 8.0821 1.1375
O -1.4296 7.8464 0.0506
O -3.2154 7.6156 1.5182
C -4.0425 7.0414 0.5535
H 0.5041 8.2899 1.7010
H 0.2758 9.5038 2.9226
H -0.0589 9.8691 1.2638
H -3.7397 6.0042 0.4093
H -4.0610 7.5590 -0.4056
H -5.0641 6.8539 0.8839
O -8.8262 4.8449 -2.4535
C -8.1776 4.7324 -3.5067
O -6.8190 4.6251 -3.6177
C -6.5233 4.8801 -4.9505
C -7.7661 4.6508 -5.7876
O -8.6957 4.8092 -4.7795
H -6.2459 5.8968 -5.2287
H -5.6623 4.2985 -5.2800
H -7.9039 3.6835 -6.2708
H -7.9958 5.3585 -6.5841
O -1.7351 4.8044 7.1360
C -2.1137 3.9939 6.4153
O -1.8419 2.6642 6.6010
C -2.4028 1.9531 5.5320
C -2.7424 3.0068 4.4736
O -2.7775 4.1606 5.2618
H -1.6531 1.2789 5.1178
H -3.2982 1.3747 5.7597
H -3.6933 2.7656 3.9985
H -1.8919 2.9877 3.7920
O 0.3333 -6.4984 6.0669
C 1.4159 -6.7354 5.4649
O 1.9324 -7.9565 5.2706
C 2.9419 -7.9172 4.2430
C 3.1379 -6.4117 4.0623
O 2.0598 -5.8742 4.6547
H 3.7751 -8.3597 4.7890
H 2.6506 -8.5785 3.4270
H 3.1662 -6.2224 2.9892
H 4.0647 -6.0252 4.4864
O 5.7901 -3.4920 1.0066
C 5.6496 -2.9928 -0.1040
O 6.2702 -3.4286 -1.1869
C 5.6502 -2.7377 -2.3383
C 4.6095 -1.7623 -1.6410
O 4.8421 -1.9929 -0.2750
H 6.3242 -2.2019 -3.0066
H 5.0922 -3.5061 -2.8735
H 3.6043 -2.0106 -1.9815
H 4.7392 -0.7520 -2.0291
O 2.3375 -7.9840 -0.5418
C 3.3716 -8.4571 -0.9983
O 3.8229 -8.2678 -2.2734
C 5.1682 -8.7814 -2.3392
C 5.2887 -9.5538 -1.0101
O 4.2454 -9.0675 -0.2618
H 5.3398 -9.4548 -3.1789
H 5.8033 -7.8981 -2.4064
H 6.2636 -9.3176 -0.5837
H 5.2831 -10.6402 -1.0987
```

Values from the calculation:
HOMO   -10.6 eV
SMILES   COC(=O)OC.COC(=O)OC.COC(=O)OC.COC(=O)OC.O=C1OCCO1.O=C1OCCO1.O=C1OCCO1.O=C1OCCO1.O=C1OCCO1
ΔE to the lowest compared entry with this formula, charge and spin   3.390 eV
F_max   0.101 Eh/bohr
DFT total energy   -3086.605504 a.u.
Orbital gap   10.651 eV
LUMO level   0.0 eV

A molecular structure, C18H15I3O3RhS, computed with the ωB97M-V functional and the def2-TZVPD basis.

The geometry in XYZ format:
```
41
C18H15I3O3RhS, DFT the ωB97M-V functional and the def2-TZVPD basis
Rh -0.0312 0.5931 0.2410
I 2.1498 0.6248 -1.2064
C 1.6646 -1.3116 -1.9629
I -0.4291 -1.5910 -1.6533
H 2.2235 -2.0452 -1.3952
H 1.8997 -1.3501 -3.0196
I 1.1368 -0.3565 2.3871
C 0.5482 1.4036 3.3718
C 0.4640 1.4934 4.7238
C 0.2099 2.7672 5.2803
C 0.1080 3.8701 4.4819
C 0.2129 3.7739 3.0720
C 0.1776 4.9003 2.2191
C 0.3138 4.7509 0.8710
C 0.4099 3.4674 0.2886
C 0.4387 2.3515 1.0789
C 0.3796 2.4944 2.4915
H 0.6064 0.6361 5.3671
H 0.1272 2.8604 6.3542
H -0.0477 4.8464 4.9227
H 0.0465 5.8838 2.6516
H 0.2906 5.6162 0.2224
H 0.4067 3.3915 -0.7923
C -6.0649 -3.0609 -2.3674
C -5.2032 -2.0150 -1.7226
C -4.3371 -1.2314 -2.4790
C -3.5549 -0.2498 -1.8855
C -3.6448 -0.0584 -0.5153
C -4.5145 -0.8139 0.2632
C -5.2808 -1.7883 -0.3461
S -2.6677 1.1590 0.2834
O -3.5107 2.0919 0.9405
O -1.6744 1.6641 -0.7197
O -1.7584 0.4171 1.2547
H -5.7449 -3.2675 -3.3870
H -7.1036 -2.7279 -2.4028
H -6.0399 -3.9923 -1.8020
H -4.2794 -1.3807 -3.5500
H -2.9067 0.3795 -2.4797
H -4.5908 -0.6405 1.3287
H -5.9581 -2.3834 0.2537
```

Values from the calculation:
HOMO   -11.1 eV
Total charge   +1
ΔE to the lowest compared entry with this formula, charge and spin   0.000 eV
F_max   0.015 Eh/bohr
DFT total energy   -2322.203477 a.u.
Orbital gap   6.667 eV
LUMO level   -4.5 eV

A molecular structure, C14H27NO2 in a non-equilibrium geometry, computed with the ωB97M-V functional and the def2-TZVPD basis.

The geometry in XYZ format:
```
44
C14H27NO2, DFT the ωB97M-V functional and the def2-TZVPD basis
C 3.7767 6.4027 1.1753
C 3.8956 5.1943 0.1440
C 3.1743 3.8990 0.5203
C 3.3740 2.8756 -0.3721
O 2.5176 1.9290 0.0445
C 2.7971 0.7257 -0.6277
C 1.9412 -0.3637 0.0646
H 2.0725 -1.3295 -0.8269
C 0.4674 -0.0028 -0.3047
N -0.4760 -1.0504 0.3952
C -1.0302 -1.9621 -0.4105
O -1.1712 -1.7483 -1.6819
C -2.1461 -2.7482 0.4827
C -2.9361 -2.2544 1.4163
C -4.1585 -1.4928 0.4980
C -4.7788 -2.5998 -0.0645
C -3.9788 -3.2658 -1.0180
C -2.6806 -3.8921 -0.2574
H -1.9980 -4.4792 -1.1641
H -2.9760 -4.7699 0.3838
H -3.4651 -2.5367 -1.9272
H -4.1816 -4.1389 -1.5835
H -5.5600 -2.2686 -0.7684
H -5.1526 -3.4029 0.6301
H -3.6590 -0.8336 -0.3696
H -4.8654 -1.1156 1.2531
H -2.6239 -1.2943 2.0918
H -3.3368 -3.0247 2.0138
H -1.1761 -3.3520 1.2558
H -0.3519 -1.2291 1.4564
H 0.3553 0.8401 0.2086
H 0.0956 0.1205 -1.3539
H 2.2121 -0.6763 0.8964
H 3.7758 0.4134 -0.7166
H 2.4687 0.9571 -1.7078
H 4.6255 2.4539 -0.4645
H 3.0534 3.1893 -1.5365
H 2.2539 4.1874 0.8648
H 3.5942 3.7378 1.5871
H 3.8867 5.5543 -0.8199
H 5.0126 4.9969 0.2816
H 2.9459 6.7093 1.3299
H 4.1599 6.2933 2.1558
H 4.3000 7.4514 0.8600
```

Values from the calculation:
HOMO   -8.3 eV
ΔE to the lowest compared entry with this formula, charge and spin   12.291 eV
F_max   0.295 Eh/bohr
DFT total energy   -754.454441 a.u.
Orbital gap   8.923 eV
LUMO level   0.7 eV

A molecular structure, C22H32N2O19PS in a non-equilibrium geometry, computed with the ωB97M-V functional and the def2-TZVPD basis.

The geometry in XYZ format:
```
77
C22H32N2O19PS, DFT the ωB97M-V functional and the def2-TZVPD basis
C 1.2528 -1.3169 1.1429
C 1.9632 -2.3346 0.2926
O 2.6421 -3.2041 0.7257
N 1.8012 -2.2679 -1.2061
C 0.3563 -2.2806 -1.6098
P 2.6583 -1.0442 -1.9069
N 3.5631 -0.1773 -0.8077
C 3.2919 1.0316 -0.7416
S 2.7263 2.4585 -0.6290
H 0.2420 -1.1698 0.7619
H 1.7690 -0.3569 1.1722
H 1.2001 -1.6987 2.1575
H -0.2583 -2.7497 -0.8445
H 0.2359 -2.8306 -2.5417
H -0.0137 -1.2635 -1.7755
H 3.5424 -1.5701 -2.8521
H 1.7843 -0.1471 -2.5513
C 2.1454 7.1562 0.5121
C 2.5834 6.5430 -0.7878
O 1.5588 5.5752 -1.0465
C 0.4407 5.9724 -0.3735
O -0.6273 5.4709 -0.5104
O 0.7190 6.9987 0.4613
H 2.4240 8.2029 0.5962
H 2.5280 6.6149 1.3794
H 2.6013 7.2630 -1.6058
H 3.5561 6.0616 -0.7208
C -2.9740 -6.1741 1.0590
C -2.7494 -5.7967 -0.3873
O -2.1565 -4.4916 -0.2693
C -1.5883 -4.4059 0.9527
O -0.8735 -3.5065 1.2928
O -1.9284 -5.4414 1.7270
H -2.8798 -7.2363 1.2471
H -3.9353 -5.8321 1.4359
H -2.0448 -6.4596 -0.8915
H -3.6683 -5.7490 -0.9650
C 3.9134 3.0413 -4.9792
C 2.4933 3.5240 -4.7659
O 2.6655 4.5661 -3.8031
C 3.9384 5.0212 -3.9044
O 4.3504 5.9985 -3.3695
O 4.6772 4.2137 -4.7033
H 4.1015 2.6913 -5.9907
H 4.2031 2.2592 -4.2709
H 2.0553 3.9477 -5.6703
H 1.8290 2.7541 -4.3786
C -7.7753 -8.0772 2.6255
C -7.6637 -6.7401 3.3212
O -6.3046 -6.7401 3.7816
C -5.6056 -7.5881 2.9975
O -4.4173 -7.6837 3.0004
O -6.4247 -8.3039 2.1971
H -8.4526 -8.0634 1.7763
H -8.0699 -8.8807 3.3019
H -7.8047 -5.8991 2.6399
H -8.3523 -6.6375 4.1551
C -4.5296 -2.4526 2.5964
C -4.9115 -3.3217 3.7744
O -6.3430 -3.3274 3.7007
C -6.6923 -3.0643 2.4164
O -7.7935 -3.1663 1.9852
O -5.6143 -2.6700 1.6907
H -3.5840 -2.7404 2.1422
H -4.4918 -1.3938 2.8586
H -4.5486 -4.3481 3.6826
H -4.5808 -2.9138 4.7258
C 7.4302 7.9311 -1.2177
C 6.8327 6.6411 -0.7008
O 6.2202 7.0546 0.5278
C 5.9697 8.3886 0.4380
O 5.3180 9.0036 1.2179
O 6.5560 8.9158 -0.6597
H 7.4369 7.9938 -2.3026
H 8.4404 8.1047 -0.8433
H 6.0622 6.2468 -1.3671
H 7.5786 5.8713 -0.5185
```

Values from the calculation:
HOMO   -12.7 eV
Total charge   +1
F_max   0.027 Eh/bohr
DFT total energy   -3135.919958 a.u.
Orbital gap   8.630 eV
LUMO level   -4.1 eV

What is the formula in the fourth record?
C22H32N2O19PS